# 1
{"formula": "C4H2S", "method": "ωB97M-V/def2-TZVPD", "symbols": ["C", "C", "C", "C", "S", "H", "H"], "positions_angstrom": [[-0.25256, 1.28398, -0.05456], [0.62042, -1.16332, -0.03202], [0.49532, 0.12155, -0.21713], [-1.54170, 0.94933, 0.09460], [-1.05340, -1.53029, 0.07696], [0.21311, 2.15472, 0.08573], [1.51882, -1.81597, 0.04642]], "nbo_charge": [-0.6219, -0.4652, 0.2513, 0.1609, 0.1545, 0.2557, 0.2647], "fmax_ev_per_a": 3.88, "total_charge": 0, "relative_energy_kcal_mol": 80.7, "total_energy_ha": -551.55739}

---

# 2
{"formula": "C4H6N2", "method": "ωB97M-V/def2-TZVPD", "symbols": ["C", "C", "C", "N", "N", "C", "H", "H", "H", "H", "H", "H"], "positions_angstrom": [[1.70233, 0.50881, -0.12515], [-0.72328, -1.51899, 0.43182], [-1.69153, 0.78333, -0.19414], [0.56417, -1.56057, 0.30883], [0.60754, -0.40390, -0.41273], [-0.83435, -0.22276, -0.13950], [-1.50148, -2.22057, 0.72889], [1.62200, 0.92314, 0.88585], [2.65459, -0.02616, -0.19494], [1.70356, 1.32926, -0.84737], [-2.63502, 0.74164, 0.33857], [-1.46852, 1.66677, -0.78013]], "nbo_charge": [-0.4241, -0.0800, -0.3963, -0.1732, -0.2839, 0.1115, 0.2045, 0.1793, 0.2225, 0.2061, 0.2192, 0.2145], "fmax_ev_per_a": 2.42, "total_charge": 0, "relative_energy_kcal_mol": 81.6, "total_energy_ha": -265.40546}

---

# 3
{"formula": "C4H2N2O", "method": "ωB97M-V/def2-TZVPD", "symbols": ["N", "C", "C", "C", "C", "N", "O", "H", "H"], "positions_angstrom": [[-2.15684, -1.18953, 2.83028], [-1.05286, -1.04394, 2.51178], [-0.35243, -0.58738, 1.40562], [-0.23927, -0.13896, 0.29659], [-0.03500, 0.40048, -1.04211], [1.27738, 0.57300, -1.32927], [-0.95782, 0.64978, -1.78739], [2.00265, 0.37675, -0.65895], [1.51420, 0.95980, -2.22655]], "nbo_charge": [-0.1776, 0.1819, -0.0711, -0.0060, 0.5938, -0.7930, -0.5465, 0.4074, 0.4110], "smiles": "N#CC#CC(N)=O", "fmax_ev_per_a": 1.94, "total_charge": 0, "relative_energy_kcal_mol": 35.1, "total_energy_ha": -338.28544}

---

# 4
{"formula": "C2H4Cl2N2", "method": "ωB97M-V/def2-TZVPD", "symbols": ["C", "C", "N", "N", "Cl", "Cl", "H", "H", "H", "H"], "positions_angstrom": [[0.31372, -0.46054, 0.06570], [1.29672, 0.45186, -0.20307], [-0.10948, -1.54177, 0.47653], [-1.71468, 0.77372, -0.33411], [3.02729, -0.37865, 0.13773], [-2.68364, -0.54656, -0.02731], [1.30402, 1.33757, 0.26821], [1.22338, 0.77770, -1.21482], [-1.17253, -1.87107, 0.49419], [-1.48479, 1.45775, 0.33695]], "nbo_charge": [0.4888, -0.4322, -0.5502, -0.8494, -0.1095, 0.1649, 0.2578, 0.2781, 0.4107, 0.3410], "fmax_ev_per_a": 7.91, "total_charge": 0, "relative_energy_kcal_mol": 110.7, "total_energy_ha": -1108.31907}

---

# 5
{"formula": "C26H34As2IN2O3Y", "method": "ωB97M-V/def2-TZVPD", "symbols": ["Y", "C", "C", "N", "C", "C", "C", "O", "C", "C", "N", "C", "C", "C", "C", "C", "C", "I", "C", "O", "H", "H", "H", "H", "H", "H", "H", "H", "H", "H", "H", "H", "C", "As", "C", "C", "O", "H", "H", "H", "H", "H", "H", "H", "H", "H", "C", "As", "C", "C", "C", "C", "C", "C", "C", "C", "H", "H", "H", "H", "H", "H", "H", "H", "H", "H", "H", "H", "H"], "positions_angstrom": [[0.24376, 0.21658, -0.29821], [-0.16889, 0.02151, 4.29283], [1.23066, -0.20518, 3.78729], [2.17719, -0.58334, 4.62841], [3.43778, -0.75209, 4.16717], [3.80151, -0.57054, 2.85962], [5.22506, -0.86113, 2.44205], [5.81106, 0.18919, 1.67705], [2.79832, -0.17718, 1.94679], [3.24037, 0.05358, 0.56873], [2.55530, 0.14859, -0.53073], [3.29729, 0.28987, -1.77150], [4.67882, 0.11645, -1.84420], [5.37082, 0.25678, -3.03353], [4.70377, 0.56349, -4.20931], [3.32815, 0.71427, -4.18266], [2.65413, 0.56936, -2.97888], [0.56208, 0.80295, -3.19741], [1.51209, 0.01211, 2.42619], [0.53255, 0.44936, 1.61199], [-0.23531, -0.31032, 5.32627], [-0.90408, -0.51675, 3.69079], [-0.43140, 1.08132, 4.24729], [4.17850, -1.06175, 4.89907], [5.26558, -1.74652, 1.80887], [5.81037, -1.08466, 3.33265], [6.10550, 0.88664, 2.27125], [4.31725, 0.16010, 0.51031], [5.25312, -0.13986, -0.96417], [6.44449, 0.11974, -3.03389], [5.24146, 0.67787, -5.14270], [2.78906, 0.94422, -5.09300], [1.42448, -3.34791, -1.82021], [-0.33331, -3.24856, -1.12985], [-0.50179, -4.42040, 0.34032], [-1.59742, -3.70428, -2.45505], [-0.63993, -1.64923, -0.61576], [1.65595, -4.39045, -2.03479], [2.11327, -2.96758, -1.07122], [1.48852, -2.75970, -2.73130], [-0.24051, -5.42752, 0.02082], [-1.53212, -4.39270, 0.68083], [0.16388, -4.09431, 1.13429], [-1.35266, -4.67960, -2.87237], [-1.57941, -2.94652, -3.23224], [-2.57443, -3.73563, -1.98272], [-2.07257, 3.73165, -0.85365], [-1.81892, 1.99560, -0.06736], [-2.48398, 2.30222, 1.71201], [-3.26001, 0.97318, -0.95861], [-4.63812, 1.46518, -0.61979], [-5.28484, 1.02978, 0.53644], [-6.54792, 1.50547, 0.86041], [-7.18024, 2.42635, 0.03005], [-6.54630, 2.86113, -1.12539], [-5.28088, 2.38276, -1.44874], [-3.11727, 3.99941, -0.73859], [-1.80578, 3.72143, -1.90574], [-1.44778, 4.44705, -0.33088], [-3.45826, 2.76963, 1.64061], [-1.77911, 2.96122, 2.20929], [-2.55652, 1.37169, 2.26758], [-3.13461, -0.07810, -0.71144], [-3.05535, 1.09205, -2.02134], [-4.80385, 0.30279, 1.18378], [-7.04403, 1.15476, 1.75822], [-8.16810, 2.79659, 0.28104], [-7.03982, 3.56866, -1.78227], [-4.79669, 2.71925, -2.36081]], "lowdin_charge": [0.9991, -0.0084, -0.2472, 0.1528, -0.0613, -0.1385, -0.1739, -0.0691, -0.0656, -0.0121, -0.0236, -0.2840, -0.0037, -0.0325, -0.0427, -0.1522, -0.5757, 1.0908, -0.2466, -0.2844, 0.0900, 0.0777, 0.0877, 0.1272, 0.1346, 0.1298, 0.1162, 0.0912, 0.1104, 0.1261, 0.1261, 0.0973, -0.1811, 1.0341, -0.1752, -0.1729, -0.6354, 0.0636, 0.0445, 0.0456, 0.0632, 0.0590, 0.0551, 0.0642, 0.0527, 0.0590, -0.2659, 1.0651, -0.2637, -0.3164, -0.3265, -0.0715, -0.0626, -0.0652, -0.0615, -0.0597, 0.0357, 0.0316, 0.0401, 0.0400, 0.0415, 0.0314, 0.0591, 0.0700, 0.1124, 0.1126, 0.1137, 0.1137, 0.1143], "fmax_ev_per_a": 2.85, "total_charge": 2, "relative_energy_kcal_mol": 0.0, "total_energy_ha": -6153.54504}

---

# 6
{"formula": "C8H13N6", "method": "ωB97M-V/def2-TZVPD", "symbols": ["C", "C", "C", "N", "N", "C", "C", "N", "C", "C", "N", "C", "N", "N", "H", "H", "H", "H", "H", "H", "H", "H", "H", "H", "H", "H", "H"], "positions_angstrom": [[-3.61923, -0.14235, -0.01043], [-2.23631, 0.40245, -0.00898], [-1.86849, 1.66872, 0.06305], [-0.38052, 1.77444, 0.15762], [0.01036, 0.45744, 0.46429], [1.58337, 0.23295, 0.26372], [2.48033, 1.12315, -0.29238], [3.79613, 0.82176, -0.38625], [4.12176, -0.40376, -0.02818], [3.25896, -1.30844, 0.63771], [2.01574, -0.87455, 0.82578], [-0.98936, -0.48714, 0.02270], [-1.10295, -1.59741, 0.89130], [-0.65730, -0.82050, -1.41477], [-4.31734, 0.53905, -0.72718], [-4.12075, 0.04168, 1.03046], [-3.62428, -1.25403, -0.18362], [-2.30157, 2.54714, -0.19851], [0.13849, 2.03407, -0.74690], [-0.09289, 2.45144, 1.02347], [2.26630, 1.99972, -0.84304], [5.07994, -0.74200, -0.31574], [3.47025, -2.24994, 0.98290], [-0.74232, -1.43226, 1.92836], [-0.66214, -2.41360, 0.52276], [-0.17755, -1.69662, -1.47600], [-1.32862, -0.67143, -2.18215]], "nbo_charge": [-0.6880, 0.0963, -0.0995, -0.3746, -0.2909, 0.3115, -0.0704, -0.3249, 0.0245, 0.0352, -0.4008, 0.3679, -0.8352, -0.8881, 0.2566, 0.2727, 0.2682, 0.2302, 0.4311, 0.4542, 0.2031, 0.2122, 0.2201, 0.4141, 0.3865, 0.3835, 0.4044], "smiles": "CC1=C[NH2+]N(c2cnccn2)C1(N)N", "fmax_ev_per_a": 4.85, "total_charge": 1, "relative_energy_kcal_mol": 95.0, "total_energy_ha": -640.81081}

---

# 7
{"formula": "C9H8N2", "method": "ωB97M-V/def2-TZVPD", "symbols": ["C", "C", "C", "C", "C", "N", "C", "C", "N", "C", "C", "H", "H", "H", "H", "H", "H", "H", "H"], "positions_angstrom": [[-2.40370, 1.99019, 0.21046], [-2.04085, 1.39812, -1.01595], [-0.85499, 0.61962, -1.15323], [-0.12341, 0.35507, 0.04790], [1.04088, -0.54385, -0.13178], [2.25491, -0.19353, -0.44768], [3.04828, -1.43008, -0.32067], [2.16845, -2.48774, -0.12020], [0.86696, -2.00176, 0.05483], [-0.45976, 0.86309, 1.14951], [-1.60925, 1.70524, 1.32619], [-3.20326, 2.41946, 0.32862], [-2.61927, 1.56720, -2.01680], [-0.76717, 0.10072, -2.08415], [4.03504, -1.38127, -0.55557], [2.45142, -3.33469, -0.02561], [-0.01652, -2.42725, 0.27499], [0.14886, 0.81577, 2.23061], [-1.91663, 1.96568, 2.24851]], "nbo_charge": [-0.1911, -0.1965, -0.1797, -0.1299, 0.3620, -0.4358, -0.1123, -0.0414, -0.5676, -0.1738, -0.1764, 0.1817, 0.2146, 0.2233, 0.2043, 0.1717, 0.4254, 0.2200, 0.2015], "smiles": "c1ccc(-c2ncc[nH]2)cc1", "fmax_ev_per_a": 11.79, "total_charge": 0, "relative_energy_kcal_mol": 84.9, "total_energy_ha": -457.14337}

---

# 8
{"formula": "C5H10O", "method": "ωB97M-V/def2-TZVPD", "symbols": ["O", "C", "C", "C", "C", "C", "H", "H", "H", "H", "H", "H", "H", "H", "H", "H"], "positions_angstrom": [[1.68117, 0.14748, 1.57676], [1.49129, -0.60109, 0.47961], [0.32840, -0.58952, -0.30103], [-1.13199, -0.74352, 0.37772], [-1.76968, 0.34740, -0.44998], [-0.32587, 0.79417, -0.64693], [0.91381, 0.72866, 1.69599], [2.10309, 0.87593, -1.27450], [2.34101, -1.24512, 0.28032], [0.42695, -1.24054, -1.17308], [-1.09020, -0.50391, 1.44253], [-1.47244, -1.77394, 0.23408], [-2.23369, -0.02278, -1.37046], [-2.44926, 1.02481, 0.06890], [-0.03416, 1.56560, 0.08434], [1.41068, 1.15166, -1.49202]], "nbo_charge": [-0.6514, 0.1769, -0.3813, -0.3490, -0.4727, -0.1883, 0.4758, -0.0363, 0.1807, 0.2348, 0.2044, 0.2205, 0.2070, 0.2114, 0.1487, 0.0187], "fmax_ev_per_a": 1.58, "total_charge": 0, "relative_energy_kcal_mol": 132.3, "total_energy_ha": -271.54182}